No. 1
{
  "formula": "C4H9NO",
  "method": "wB97M-V/def2-TZVPD",
  "elements": ["C", "N", "C", "C", "O", "C", "H", "H", "H", "H", "H", "H", "H", "H", "H"],
  "xyz": [[-1.897, -0.024, 0.255], [-0.705, -0.276, -0.518], [0.363, -1.119, 0.047], [1.395, -0.073, -0.446], [2.451, 0.310, 0.387], [0.191, 0.874, -0.561], [-2.351, -0.957, 0.600], [-1.664, 0.619, 1.129], [-2.622, 0.516, -0.365], [0.411, -2.134, -0.368], [0.363, -1.181, 1.150], [1.841, -0.348, -1.403], [2.063, 0.786, 1.133], [0.087, 1.462, 0.376], [0.075, 1.547, -1.416]],
  "atomic_forces_ev_per_a": [[-0.177, -0.037, 0.067], [-0.105, 0.041, 0.020], [0.105, -0.179, 0.110], [-0.107, -0.102, -0.279], [-0.062, 0.119, 0.257], [0.130, 0.276, -0.094], [0.028, 0.113, -0.083], [-0.168, -0.275, -0.013], [0.035, -0.113, 0.141], [0.000, 0.201, 0.107], [-0.060, 0.105, -0.123], [-0.129, 0.056, 0.069], [0.203, -0.117, -0.026], [0.190, 0.017, -0.221], [0.118, -0.104, 0.068]],
  "nbo_charge": [-0.411, -0.419, -0.247, 0.090, -0.696, -0.242, 0.203, 0.157, 0.202, 0.198, 0.169, 0.185, 0.462, 0.148, 0.200],
  "total_charge": 0,
  "largest_force_ev_per_a": 0.3
}


No. 2
{
  "formula": "C4H9NO",
  "method": "wB97M-V/def2-TZVPD",
  "elements": ["C", "C", "N", "C", "C", "O", "H", "H", "H", "H", "H", "H", "H", "H", "H"],
  "xyz": [[-2.021, 0.450, 0.522], [-1.256, -0.148, -0.716], [0.081, -0.563, -0.353], [1.073, 0.394, -0.212], [2.409, -0.182, 0.183], [0.866, 1.574, -0.383], [-2.965, 0.720, 0.227], [-1.403, 1.244, 0.919], [-2.345, -0.365, 1.198], [-1.287, 0.580, -1.517], [-1.690, -1.224, -1.087], [0.296, -1.449, 0.153], [2.328, -0.564, 1.237], [2.734, -0.890, -0.381], [3.180, 0.423, 0.211]],
  "atomic_forces_ev_per_a": [[1.531, -2.567, -0.618], [-1.616, -3.191, 0.963], [1.905, 0.281, 0.495], [-0.178, -0.664, 0.036], [-4.791, 0.854, 4.669], [-0.048, 0.354, -0.259], [-2.194, 1.662, -1.068], [-0.257, 0.064, 0.438], [1.136, 0.372, 0.297], [0.484, -0.172, -0.219], [0.256, 2.921, 0.683], [-0.822, 1.072, -0.957], [-0.059, 0.072, -0.859], [1.370, -5.038, -3.720], [3.283, 3.978, 0.119]],
  "nbo_charge": [-0.629, -0.205, -0.646, 0.681, -0.691, -0.614, 0.208, 0.232, 0.200, 0.221, 0.187, 0.397, 0.214, 0.215, 0.229],
  "total_charge": 0,
  "largest_force_ev_per_a": 6.7
}


No. 3
{
  "formula": "C4H9NO",
  "method": "wB97M-V/def2-TZVPD",
  "elements": ["C", "C", "N", "C", "O", "C", "H", "H", "H", "H", "H", "H", "H", "H", "H"],
  "xyz": [[2.264, 1.061, 0.522], [1.207, 0.158, 0.065], [0.214, -0.104, 0.804], [-0.526, -1.223, 0.333], [-1.889, -1.095, 0.356], [-2.397, -0.014, -0.336], [2.017, 1.639, 1.414], [3.186, 0.516, 0.761], [2.528, 1.751, -0.286], [1.320, -0.156, -0.990], [-0.047, -1.475, -0.708], [-0.310, -2.105, 0.936], [-3.488, -0.026, -0.414], [-2.039, 0.065, -1.375], [-2.112, 0.922, 0.162]],
  "atomic_forces_ev_per_a": [[1.122, 1.062, 0.076], [-0.283, 0.868, 0.326], [0.759, -0.188, 0.135], [0.969, -1.254, -1.913], [-0.757, -0.822, 0.238], [-0.193, 1.663, -0.791], [-0.271, -0.170, -0.091], [-0.177, -0.113, -0.158], [0.067, 0.023, 0.108], [-0.172, -0.598, 0.444], [-1.436, 0.080, 0.919], [0.053, 0.175, 0.263], [0.179, -0.449, 0.394], [0.208, -0.279, 0.111], [-0.069, 0.004, -0.062]],
  "nbo_charge": [-0.672, 0.143, -0.435, 0.088, -0.518, -0.256, 0.235, 0.232, 0.217, 0.150, 0.101, 0.188, 0.194, 0.159, 0.175],
  "total_charge": 0,
  "largest_force_ev_per_a": 2.5
}


Going through the records in order, we get HOMO level values of -8.92, -9.48, -9.49 eV.
Going through the records in order, we get relative energy (zero: lowest compared OMol25 entry of this formula, charge and spin) values of 50.4, 37.4, 53.2 kcal per mole.
Going through the records in order, we get Kohn-Sham gap values of 9.900, 10.375, 10.591 eV.